--- one ---
A cluster of 2 separate species, C5H14 in total, computed with wB97M-V/def2-TZVPD.

Values from the calculation:
Gap between HOMO and LUMO (alpha / beta) = 12.08 / 4.46 eV
E_HOMO (alpha / beta) = -15.152 / -15.150 eV
<S²> = 0.753
M = 74.17 u
Charge = +1
2S+1 = 2

Each line ends with the Löwdin spin population.
Geometry (Å):
C (-1.550, 0.743, -0.087)  0.3113
C (-0.961, -0.395, -1.186)  0.3042
C (-2.100, 1.915, -0.724)  0.1393
H (-2.280, 0.185, 0.478)  0.0355
H (-0.600, 0.966, 0.425)  0.0364
H (0.096, -0.164, -1.309)  0.0148
H (-2.943, 1.632, -1.355)  0.0250
H (-1.508, -0.294, -2.127)  0.0236
H (-1.024, -1.421, -0.829)  0.0065
H (-2.482, 2.687, -0.013)  0.0757
H (-1.341, 2.504, -1.262)  0.0206
C (2.071, -1.807, 0.993)  0.0008
C (2.097, -0.272, 1.017)  0.0037
H (2.508, -2.251, 1.893)  0.0001
H (1.055, -2.198, 0.919)  0.0002
H (2.642, -2.196, 0.156)  0.0003
H (2.912, 0.091, 1.638)  0.0005
H (1.164, 0.186, 1.377)  0.0017
H (2.246, 0.089, -0.003)  -0.0001

--- two ---
A cluster of 2 separate species, C5H14 in total, computed with wB97M-V/def2-TZVPD.

Values from the calculation:
Gap between HOMO and LUMO (alpha / beta) = 12.16 / 3.68 eV
E_HOMO (alpha / beta) = -15.166 / -14.825 eV
<S²> = 0.753
M = 74.17 u
Charge = +1
2S+1 = 2

Each line ends with the Löwdin spin population.
Geometry (Å):
C (-1.471, 2.545, -1.467)  0.0355
C (-0.662, 1.679, -0.525)  0.0446
H (-2.386, 2.112, -1.898)  0.0024
H (-1.915, 3.351, -0.849)  0.0145
H (-0.881, 2.895, -2.304)  0.0002
H (0.083, 2.356, -0.092)  0.0013
H (-0.140, 0.924, -1.163)  0.0188
H (-1.222, 1.188, 0.261)  0.0003
C (0.486, -2.006, 0.873)  0.2415
C (0.908, -1.826, -0.565)  0.1320
C (0.865, -0.899, 1.837)  0.1262
H (-0.570, -2.261, 1.042)  0.0408
H (0.995, -2.931, 1.308)  0.1581
H (1.072, -0.761, -0.783)  0.0363
H (0.514, 0.071, 1.436)  0.0577
H (0.093, -2.247, -1.152)  0.0106
H (1.859, -2.324, -0.800)  0.0489
H (0.435, -1.058, 2.826)  0.0003
H (1.936, -0.810, 2.015)  0.0300

Stability ranking, top and bottom: one is the most stable and two is the least stable.

--- one ---
A cluster of 3 separate species, C3H11NO3 in total, computed with wB97M-V/def2-TZVPD.

Values from the calculation:
Gap between HOMO and LUMO = 10.37 eV
E_HOMO = -9.655 eV
SMILES = CCNC=O.O.O
M = 109.12 u
Charge = 0
2S+1 = 1

Each line ends with the Mulliken charge.
Geometry (Å):
C (0.665, -0.903, 1.611)  0.0545
N (0.711, -0.666, 0.287)  -0.0649
C (1.384, 0.476, -0.300)  -0.2144
C (2.114, 0.110, -1.593)  -1.1732
O (-0.078, -1.725, 2.130)  -0.5807
H (1.346, -0.300, 2.231)  0.2678
H (0.041, -1.147, -0.292)  0.2434
H (2.106, 0.867, 0.417)  0.3006
H (0.654, 1.270, -0.492)  0.1776
H (2.487, 1.017, -2.064)  0.3355
H (1.466, -0.350, -2.337)  0.3410
H (2.932, -0.544, -1.300)  0.3199
H (-2.296, -2.042, 1.035)  0.3018
H (-3.051, -0.837, 1.484)  0.3192
O (-2.890, -1.362, 0.692)  -0.6287
H (-2.618, 2.762, -0.798)  0.3081
H (-2.839, 1.390, -0.213)  0.3052
O (-2.134, 1.983, -0.499)  -0.6127

--- two ---
A cluster of 3 separate species, C3H11NO3 in total, computed with wB97M-V/def2-TZVPD.

Values from the calculation:
Gap between HOMO and LUMO = 10.58 eV
E_HOMO = -9.771 eV
SMILES = CNC(C)=O.O.O
M = 109.12 u
Charge = 0
2S+1 = 1

Each line ends with the Mulliken charge.
Geometry (Å):
C (1.362, 0.537, -1.429)  -1.2260
C (-0.138, 0.439, -1.268)  0.8586
N (-0.573, -0.732, -0.766)  -0.0971
C (0.200, -1.864, -0.289)  -0.9268
O (-0.845, 1.434, -1.293)  -0.7336
H (1.659, 1.536, -1.700)  0.3399
H (1.777, 0.316, -0.441)  0.2869
H (1.733, -0.241, -2.073)  0.3496
H (-1.571, -0.851, -0.756)  0.2587
H (-0.491, -2.691, -0.142)  0.3318
H (0.750, -1.666, 0.627)  0.2511
H (0.882, -2.173, -1.074)  0.3168
H (0.761, 0.554, 3.239)  0.3050
H (-0.093, 0.833, 2.050)  0.3683
O (0.645, 0.237, 2.331)  -0.6169
H (-1.669, 1.337, 0.297)  0.3295
H (-2.645, 1.655, 1.416)  0.2814
O (-1.743, 1.342, 1.271)  -0.6773

Stability ranking, top and bottom: two is the most stable and one is the least stable.

--- one ---
A cluster of 3 separate species, C3H11NO3 in total, computed with wB97M-V/def2-TZVPD.

Values from the calculation:
Gap between HOMO and LUMO = 10.56 eV
E_HOMO = -9.977 eV
SMILES = CCC(N)=O.O.O
M = 109.12 u
Charge = 0
2S+1 = 1

Each line ends with the Mulliken charge.
Geometry (Å):
C (-0.156, -2.728, 0.153)  -0.8719
C (-0.448, -1.456, -0.656)  -0.4663
C (0.418, -0.279, -0.558)  0.5270
N (1.753, -0.374, -0.297)  -0.3517
O (0.158, 0.865, -0.843)  -0.6857
H (-0.858, -2.531, 1.021)  0.2474
H (-0.528, -3.555, -0.424)  0.2847
H (0.917, -2.891, 0.423)  0.2971
H (-1.461, -1.242, -0.535)  0.4017
H (-0.381, -1.726, -1.738)  0.2487
H (2.193, -1.272, -0.103)  0.1386
H (2.388, 0.364, -0.571)  0.2360
H (-1.377, 1.718, 0.055)  0.2970
H (-2.158, 1.636, -1.216)  0.2881
O (-2.231, 1.605, -0.312)  -0.6070
H (1.105, 2.101, 1.363)  0.3135
H (-0.212, 1.601, 1.975)  0.3286
O (0.725, 1.930, 2.178)  -0.6259

--- two ---
A cluster of 2 separate species, C3H11NO3 in total, computed with wB97M-V/def2-TZVPD.

Values from the calculation:
Gap between HOMO and LUMO = 9.07 eV
E_HOMO = -8.697 eV
SMILES = OCCNCO.O
M = 109.12 u
Charge = 0
2S+1 = 1

Each line ends with the Mulliken charge.
Geometry (Å):
C (0.861, -1.394, 0.099)  -0.5204
C (0.134, -0.750, -1.037)  -0.5592
O (0.756, 0.484, -1.357)  -0.5256
N (0.770, -0.725, 1.393)  -0.2814
C (0.244, 0.621, 1.508)  -0.2360
O (-0.077, 0.858, 2.855)  -0.5414
H (1.904, -1.508, -0.234)  0.2800
H (0.497, -2.420, 0.180)  0.2864
H (0.205, -1.462, -1.882)  0.3483
H (-0.933, -0.658, -0.855)  0.3517
H (0.096, 1.072, -1.754)  0.3251
H (1.656, -0.725, 1.871)  0.2148
H (-0.622, 0.742, 0.860)  0.3057
H (0.954, 1.409, 1.240)  0.2401
H (-0.656, 0.130, 3.142)  0.3072
H (-2.500, 0.631, -3.679)  0.2964
H (-2.789, 1.020, -2.262)  0.3084
O (-2.065, 0.712, -2.822)  -0.6002

--- three ---
A cluster of 3 separate species, C3H11NO3 in total, computed with wB97M-V/def2-TZVPD.

Values from the calculation:
Gap between HOMO and LUMO = 10.85 eV
E_HOMO = -10.194 eV
SMILES = CCC(N)=O.O.O
M = 109.12 u
Charge = 0
2S+1 = 1

Each line ends with the Mulliken charge.
Geometry (Å):
C (1.931, -0.449, 2.645)  -1.2191
C (1.853, -0.303, 1.129)  -0.2396
C (0.511, -0.459, 0.544)  0.4532
N (-0.154, -1.573, 0.987)  -0.3879
O (-0.012, 0.234, -0.315)  -0.6235
H (2.831, 0.061, 2.955)  0.3441
H (1.124, 0.076, 3.177)  0.3482
H (1.927, -1.430, 3.130)  0.3492
H (2.609, -0.971, 0.613)  0.2481
H (2.333, 0.678, 0.939)  0.2738
H (0.076, -2.041, 1.841)  0.2202
H (-1.154, -1.582, 0.761)  0.2357
H (-1.008, 3.262, -1.888)  0.3315
H (-1.936, 4.167, -0.829)  0.3140
O (-1.440, 4.076, -1.634)  -0.6444
H (-1.333, -1.914, -3.406)  0.3150
H (-2.047, -1.170, -2.239)  0.3255
O (-2.103, -1.928, -2.836)  -0.6441

Stability ranking, top and bottom: three is the most stable and two is the least stable.